No. 1
{
  "formula": "C17H38BFN3O7",
  "method": "ωB97M-V/def2-TZVPD",
  "species": ["C", "C", "N", "C", "C", "N", "C", "B", "O", "O", "C", "O", "O", "C", "C", "C", "F", "C", "C", "O", "H", "H", "H", "H", "H", "H", "H", "H", "H", "H", "H", "H", "H", "H", "H", "H", "H", "H", "H", "H", "H", "H", "C", "O", "C", "C", "N", "C", "C", "O", "C", "H", "H", "H", "H", "H", "H", "H", "H", "H", "H", "H", "H", "H", "H", "H", "H"],
  "positions_angstrom": [[0.742899, -0.720150, 1.606706], [1.215932, -1.297083, 0.260358], [0.107936, -1.938115, -0.437547], [-0.844365, -0.961750, -0.976973], [-2.114389, -0.759394, -0.123381], [-3.293410, -1.164731, -0.886151], [-4.554192, -0.877858, -0.159886], [-4.953458, 0.640419, -0.023725], [-4.157136, 1.698225, -0.459582], [-6.181751, 0.915426, 0.549124], [-3.288640, -2.584339, -1.119471], [-3.699520, -3.063745, -2.144544], [-2.807504, -3.340701, -0.090429], [-3.753148, -4.266712, 0.440746], [-3.553053, -5.646398, -0.179362], [-2.556469, -6.492685, 0.565541], [-4.777108, -6.300286, -0.212720], [0.471920, -2.913521, -1.395301], [1.925897, -3.251758, -1.617636], [-0.399743, -3.500598, -2.025639], [-0.089134, -1.297444, 1.987694], [1.544019, -0.827274, 2.333976], [0.494954, 0.336016, 1.549077], [1.634968, -0.471583, -0.325098], [2.018016, -1.984061, 0.484606], [-0.328731, -0.003318, -1.064449], [-1.163894, -1.237309, -1.974996], [-2.010921, -1.292620, 0.819722], [-2.181038, 0.296961, 0.113092], [-5.359682, -1.347213, -0.726838], [-4.584685, -1.359992, 0.823749], [-3.550311, 1.938871, 0.239654], [-6.045586, 1.402180, 1.363779], [-4.779352, -3.956008, 0.263256], [-3.614957, -4.327694, 1.516550], [-3.198389, -5.493363, -1.195202], [-2.960926, -6.825402, 1.518424], [-2.326593, -7.382939, -0.010586], [-1.631647, -5.956954, 0.753268], [2.000226, -3.848320, -2.514214], [2.572246, -2.382529, -1.648358], [2.261840, -3.883600, -0.796522], [4.912994, 1.114881, -0.130201], [3.870213, 1.030415, 0.835005], [3.577056, 2.199671, 1.554835], [2.441350, 2.972461, 0.911042], [2.840702, 3.603701, -0.398625], [3.834406, 4.738457, -0.360913], [3.273020, 5.986784, 0.293403], [2.320213, 6.617936, -0.520355], [0.961487, 6.249601, -0.318811], [5.483659, 0.190459, -0.096152], [4.497873, 1.207036, -1.142568], [5.588133, 1.951856, 0.068009], [4.471893, 2.810469, 1.711477], [3.229327, 1.891930, 2.542161], [2.062208, 3.757639, 1.561286], [1.629088, 2.287401, 0.671520], [2.001348, 3.937789, -0.877789], [3.203796, 2.862978, -1.003010], [4.078221, 4.951989, -1.400086], [4.727775, 4.380881, 0.146400], [4.105174, 6.682577, 0.407220], [2.879913, 5.798042, 1.297812], [0.795297, 5.827398, 0.676956], [0.634388, 5.535757, -1.086225], [0.349341, 7.141239, -0.423100]],
  "forces_ev_per_angstrom": [[0.6, -0.3, -0.1], [-0.6, 0.5, 0.9], [1.2, 0.0, -1.3], [-0.6, 0.0, 0.7], [0.4, 0.1, -0.3], [0.2, -0.4, 0.7], [0.1, 0.1, -0.7], [-0.3, 0.2, -0.2], [-0.1, -0.3, 0.3], [0.5, -0.7, 0.1], [-0.2, -0.5, -1.5], [0.0, 0.4, 1.1], [-0.2, 0.8, 0.5], [-0.3, -0.9, -0.1], [0.5, 0.3, 0.0], [-0.1, -0.4, 0.1], [-0.1, 0.0, 0.0], [-1.3, -0.8, -0.5], [-0.2, -0.3, 0.5], [0.9, 0.9, 0.5], [-0.3, 0.0, 0.0], [0.1, 0.2, 0.1], [-0.3, 0.1, 0.0], [0.2, 0.0, -0.3], [0.0, -0.4, -0.2], [0.1, 0.1, 0.0], [0.1, -0.3, -0.1], [-0.1, -0.2, 0.1], [-0.3, 0.2, -0.1], [-0.2, 0.0, -0.1], [0.0, 0.0, 0.2], [0.4, 0.3, 0.0], [-0.4, 0.6, 0.0], [-0.1, 0.2, -0.2], [0.2, 0.2, 0.2], [-0.2, 0.0, -0.3], [-0.1, 0.1, 0.2], [0.1, -0.1, -0.1], [0.1, 0.2, -0.1], [0.0, 0.0, -0.3], [0.1, 0.1, -0.1], [0.1, 0.0, 0.1], [-0.1, 0.0, 0.0], [0.1, 0.0, -0.1], [-0.1, -0.2, 0.0], [0.0, 0.1, 0.0], [-0.1, -0.1, -0.2], [0.0, -0.1, 0.1], [0.0, 0.2, -0.1], [-0.1, -0.1, 0.1], [0.1, 0.0, -0.1], [0.0, 0.0, 0.0], [0.1, 0.0, 0.0], [0.0, 0.0, 0.0], [0.0, 0.1, 0.0], [0.0, 0.0, 0.0], [0.0, 0.0, 0.0], [0.0, 0.0, 0.1], [0.0, 0.1, 0.1], [0.1, 0.0, 0.1], [0.0, 0.1, 0.0], [0.0, 0.0, 0.0], [0.0, 0.0, 0.0], [0.0, -0.1, 0.0], [0.0, 0.0, 0.0], [-0.1, 0.0, 0.0], [0.0, 0.0, 0.0]],
  "nbo_charge": [-0.621, -0.212, -0.461, -0.237, -0.219, -0.489, -0.621, 1.184, -0.922, -0.906, 0.924, -0.530, -0.557, -0.092, 0.180, -0.643, -0.362, 0.698, -0.724, -0.570, 0.232, 0.218, 0.178, 0.154, 0.215, 0.166, 0.252, 0.195, 0.180, 0.264, 0.208, 0.485, 0.496, 0.199, 0.187, 0.189, 0.213, 0.224, 0.217, 0.257, 0.211, 0.239, -0.262, -0.533, -0.090, -0.252, -0.505, -0.252, -0.090, -0.524, -0.263, 0.228, 0.158, 0.174, 0.186, 0.232, 0.230, 0.241, 0.441, 0.440, 0.245, 0.228, 0.233, 0.182, 0.168, 0.158, 0.230],
  "charge": 1,
  "energy_ev": -40435.5718,
  "homo_energy_ev": -11.182
}


No. 2
{
  "formula": "C17H38BFNO2",
  "method": "ωB97M-V/def2-TZVPD",
  "species": ["C", "C", "C", "C", "O", "B", "C", "C", "F", "C", "O", "C", "H", "H", "H", "H", "H", "H", "H", "H", "H", "H", "H", "H", "H", "H", "H", "H", "H", "H", "C", "C", "C", "C", "N", "C", "C", "C", "C", "C", "H", "H", "H", "H", "H", "H", "H", "H", "H", "H", "H", "H", "H", "H", "H", "H", "H", "H", "H", "H"],
  "positions_angstrom": [[4.630728, -5.122869, 1.226029], [4.224819, -4.888305, -0.279989], [2.789950, -5.504414, -0.465585], [2.080821, -4.949065, -1.746324], [1.339490, -3.745352, -1.501857], [0.023896, -3.972853, -1.054260], [-0.941074, -2.674216, -1.106804], [-0.407651, -1.695872, 0.005037], [-0.052444, -0.461181, -0.560214], [-0.516664, -5.374807, -0.480738], [-1.838746, -5.229897, 0.049062], [-2.588877, -6.430662, -0.099908], [4.164706, -4.342354, 1.857551], [4.143056, -6.072305, 1.530904], [5.723155, -5.165308, 1.363095], [4.939896, -5.381010, -0.961484], [4.124057, -3.805050, -0.467706], [2.819187, -6.607631, -0.526605], [2.233850, -5.221667, 0.451304], [2.901819, -4.664821, -2.439456], [1.491877, -5.716521, -2.284183], [-2.003374, -2.929153, -0.970073], [-0.851013, -2.200219, -2.107803], [0.482910, -2.126461, 0.497700], [-1.223439, -1.521863, 0.725693], [0.127932, -5.677546, 0.382164], [-0.438976, -6.213935, -1.208180], [-2.564223, -6.733678, -1.162694], [-2.228256, -7.225312, 0.582033], [-3.627816, -6.203847, 0.208881], [-3.197360, 6.577579, 1.073536], [-2.549104, 5.386274, 1.773588], [-1.025594, 5.482427, 1.889006], [-0.216105, 5.703799, 0.617521], [-0.035735, 4.526522, -0.319813], [0.620437, 3.330121, 0.353673], [-0.522096, 2.420406, 0.753124], [-1.553834, 2.599092, -0.349911], [-1.331938, 3.996420, -0.924883], [0.856399, 5.009618, -1.438061], [-2.851169, 6.695840, 0.044031], [-4.278855, 6.446192, 1.035166], [-2.990984, 7.504908, 1.611155], [-2.849313, 4.457960, 1.282224], [-2.957347, 5.324172, 2.785032], [-0.643541, 4.624161, 2.444896], [-0.811500, 6.343196, 2.530896], [0.794931, 5.990794, 0.912158], [-0.621335, 6.521401, 0.021370], [1.253200, 2.839265, -0.386489], [1.235524, 3.672364, 1.184250], [-0.938332, 2.702600, 1.720818], [-0.197735, 1.384543, 0.840301], [-2.568878, 2.471253, 0.025944], [-1.410308, 1.849705, -1.129264], [-2.136179, 4.697443, -0.721469], [-1.210002, 3.942151, -2.005349], [1.806137, 5.321384, -1.008366], [0.362483, 5.844114, -1.931399], [1.008538, 4.192468, -2.139276]],
  "forces_ev_per_angstrom": [[-0.6, -0.1, -0.8], [-0.9, -0.6, 1.1], [0.2, 0.7, -0.4], [1.6, -0.3, 0.1], [-1.9, -1.2, 0.5], [0.2, 0.8, -0.7], [0.8, -0.2, 0.3], [-0.9, -1.0, -0.7], [0.1, 0.1, 0.2], [0.6, 0.2, 0.7], [0.0, -0.4, -0.6], [-0.4, 0.3, 0.4], [0.5, -0.3, -0.3], [0.7, 0.3, 0.0], [-0.5, 0.1, 0.1], [-0.3, 0.5, 0.2], [0.4, -0.4, -0.2], [0.1, 0.4, 0.2], [0.0, -0.2, -0.6], [-0.6, -0.1, 0.2], [0.0, 0.4, 0.5], [0.5, 0.2, 0.2], [0.2, -0.1, 0.6], [-0.3, 0.6, -0.1], [0.5, 0.1, -0.1], [-0.1, 0.0, -0.6], [-0.2, 0.5, 0.2], [-0.1, -0.2, 0.5], [0.1, 0.2, -0.5], [0.5, -0.1, -0.3], [0.0, -0.1, 0.0], [-0.1, 0.0, -0.1], [-0.2, 0.0, 0.2], [0.0, 0.0, 0.3], [0.4, 0.1, -0.6], [-0.2, -0.1, 0.1], [0.0, -0.1, 0.5], [-0.3, -0.3, -0.2], [-0.1, 0.0, -0.1], [-0.2, -0.1, 0.3], [0.0, 0.1, 0.0], [0.0, 0.1, 0.0], [0.0, 0.0, -0.1], [0.0, 0.0, 0.0], [0.1, -0.1, 0.0], [0.1, 0.0, -0.1], [0.1, 0.0, -0.1], [0.0, 0.0, -0.1], [-0.1, -0.1, 0.0], [0.0, 0.1, 0.0], [0.0, 0.1, -0.1], [0.0, 0.1, -0.1], [0.1, 0.1, -0.1], [0.0, 0.0, 0.0], [0.0, 0.0, 0.0], [0.1, 0.0, 0.1], [0.1, 0.2, 0.1], [0.0, 0.0, -0.1], [0.1, 0.0, 0.0], [0.0, 0.0, 0.0]],
  "nbo_charge": [-0.612, -0.398, -0.427, -0.074, -0.702, 1.018, -0.811, 0.068, -0.397, -0.458, -0.554, -0.251, 0.203, 0.203, 0.218, 0.206, 0.200, 0.214, 0.201, 0.191, 0.177, 0.244, 0.251, 0.169, 0.167, 0.210, 0.209, 0.170, 0.173, 0.196, -0.616, -0.406, -0.432, -0.207, -0.212, -0.214, -0.432, -0.434, -0.220, -0.393, 0.187, 0.234, 0.220, 0.191, 0.230, 0.219, 0.241, 0.225, 0.226, 0.229, 0.234, 0.215, 0.272, 0.241, 0.243, 0.236, 0.229, 0.229, 0.229, 0.230],
  "charge": 1,
  "energy_ev": -27218.4180,
  "homo_energy_ev": -11.305
}


No. 3
{
  "formula": "C17H38BrClIO8PS2",
  "method": "ωB97M-V/def2-TZVPD",
  "species": ["C", "C", "S", "C", "C", "C", "C", "C", "Br", "O", "S", "O", "O", "O", "C", "I", "P", "O", "Cl", "H", "H", "H", "H", "H", "H", "H", "H", "H", "H", "H", "H", "H", "H", "C", "C", "C", "O", "H", "H", "H", "H", "H", "H", "H", "H", "C", "C", "C", "O", "H", "H", "H", "H", "H", "H", "H", "H", "C", "C", "C", "O", "H", "H", "H", "H", "H", "H", "H", "H"],
  "positions_angstrom": [[2.754313, 1.664173, 3.355331], [2.274638, 1.717267, 1.779223], [1.249646, 0.235195, 1.233414], [1.703062, -1.149813, 2.408569], [1.002886, -2.612200, 2.035459], [2.144828, -3.660267, 1.510118], [2.785149, -4.639924, 2.656198], [3.382565, -3.875317, 3.977257], [1.539042, -6.186332, 3.126062], [0.326513, -2.252012, 0.744413], [-0.928464, -3.442391, 0.560419], [-2.269136, -2.976246, -0.101733], [-0.591003, -4.689626, -0.346521], [-1.025712, -4.130547, 2.154590], [-0.263052, -3.135178, 2.935805], [-0.080095, -3.337968, 5.105978], [-1.456065, -1.599919, 2.805657], [-3.053459, -2.294632, 2.916444], [-1.271391, -0.360542, 4.535028], [1.876218, 1.817993, 4.113444], [3.384487, 0.707745, 3.635178], [3.498731, 2.586839, 3.495206], [1.640530, 2.717765, 1.632861], [3.185834, 1.809427, 1.014400], [2.892581, -1.244023, 2.377448], [1.452062, -0.862596, 3.531763], [1.815472, -4.347126, 0.613671], [3.041668, -2.997684, 1.091088], [3.719534, -5.178036, 2.141876], [3.391789, -4.598683, 4.922065], [4.520604, -3.574625, 3.779118], [2.837864, -2.883813, 4.272644], [-3.114507, -2.918537, 3.718686], [-2.664695, -1.550994, -3.484748], [-2.118635, -2.057911, -4.810119], [-2.903182, -3.260858, -5.309046], [-0.749766, -2.420523, -4.649085], [-2.591500, -2.322457, -2.710003], [-2.082700, -0.692869, -3.131746], [-3.712405, -1.248916, -3.579137], [-2.159913, -1.256539, -5.555742], [-2.838455, -4.092946, -4.598888], [-2.491330, -3.622501, -6.257339], [-3.958043, -3.010037, -5.458101], [-0.703466, -3.131633, -3.988672], [0.022025, 4.843203, 0.007220], [-0.431072, 5.093480, 1.436842], [-1.653629, 5.996227, 1.480751], [0.630484, 5.700039, 2.169237], [0.301175, 5.781414, -0.485301], [0.909984, 4.202118, -0.008359], [-0.767602, 4.362505, -0.578677], [-0.660768, 4.138891, 1.922491], [-1.433846, 6.975341, 1.040394], [-1.960982, 6.177699, 2.516256], [-2.493477, 5.550097, 0.939009], [0.841187, 6.548369, 1.745081], [0.022025, 1.811624, -4.540149], [-0.431072, 2.061901, -3.110527], [-1.653629, 2.964648, -3.066617], [0.630484, 2.668460, -2.378131], [0.301175, 2.749835, -5.032670], [0.909984, 1.170539, -4.555727], [-0.767602, 1.330926, -5.126046], [-0.660768, 1.107313, -2.624878], [-1.433846, 3.943762, -3.506974], [-1.960982, 3.146120, -2.031113], [-2.493477, 2.518518, -3.608359], [0.841187, 3.516790, -2.802288]],
  "forces_ev_per_angstrom": [[1.0, 0.9, -0.3], [1.0, 1.0, 0.6], [0.0, 0.2, 0.6], [1.4, -0.4, 2.2], [1.4, 0.5, -1.4], [1.2, -0.7, 0.6], [1.8, 0.7, -0.7], [0.7, -0.2, 0.5], [0.9, 1.2, -0.3], [-2.7, -3.2, 0.7], [-3.7, -4.8, -7.4], [5.0, 0.2, 4.0], [0.6, 4.6, 4.1], [2.0, 2.8, -1.0], [-0.2, 1.8, 0.5], [0.4, -1.3, -1.0], [-3.0, 0.8, -0.4], [2.9, -0.4, 2.2], [-0.2, -0.7, -0.8], [1.6, -0.5, -1.6], [-1.4, 1.9, -0.7], [-1.7, -2.0, -0.2], [1.1, -2.5, 0.3], [-1.8, -0.3, 2.0], [-2.7, -0.2, 0.1], [0.3, -0.6, -2.3], [0.1, 1.5, 1.9], [-2.0, -1.3, 1.0], [-2.3, 1.1, 1.1], [-0.1, 1.6, -2.2], [-2.5, -0.7, 0.2], [0.8, -2.0, -0.7], [0.0, 1.2, -1.6], [0.0, 0.3, 0.1], [-0.2, -0.5, 0.5], [-0.1, -0.1, -0.3], [0.3, 0.0, 0.0], [-0.1, 0.0, -0.1], [-0.1, -0.1, -0.1], [0.1, 0.0, 0.1], [0.2, -0.1, 0.0], [-0.1, 0.2, 0.1], [-0.1, 0.1, 0.1], [0.1, -0.1, 0.0], [-0.1, 0.3, -0.2], [0.1, -0.3, 0.0], [0.0, 0.6, -0.5], [-0.3, 0.0, 0.3], [0.3, 0.1, 0.2], [-0.1, 0.0, 0.1], [-0.2, 0.0, 0.0], [0.2, 0.1, 0.1], [0.2, 0.1, 0.1], [0.0, -0.1, -0.1], [0.0, -0.1, -0.1], [0.1, 0.1, 0.0], [-0.1, -0.4, 0.2], [0.1, -0.3, -0.1], [0.0, 0.5, -0.5], [-0.3, 0.0, 0.2], [0.2, 0.1, 0.2], [-0.2, 0.0, 0.1], [-0.2, 0.0, 0.0], [0.1, 0.0, 0.0], [0.2, 0.2, 0.1], [0.0, -0.1, -0.1], [0.0, -0.1, -0.2], [0.1, 0.1, 0.1], [-0.1, -0.4, 0.1]],
  "nbo_charge": [-0.646, -0.538, 0.213, -0.607, 0.221, -0.492, -0.237, -0.671, -0.018, -0.637, 2.208, -0.768, -0.832, -0.634, -0.250, 0.245, 1.117, -0.953, -0.315, 0.230, 0.209, 0.230, 0.250, 0.227, 0.244, 0.249, 0.285, 0.245, 0.243, 0.248, 0.229, 0.219, 0.485, -0.632, 0.095, -0.630, -0.724, 0.217, 0.207, 0.207, 0.169, 0.203, 0.215, 0.208, 0.464, -0.629, 0.089, -0.629, -0.724, 0.192, 0.220, 0.217, 0.178, 0.196, 0.218, 0.212, 0.459, -0.629, 0.091, -0.629, -0.722, 0.193, 0.225, 0.211, 0.184, 0.196, 0.212, 0.214, 0.457],
  "charge": 0,
  "energy_ev": -156242.9675,
  "homo_energy_ev": -8.835
}


Question: Number 1 is which compound?
Answer: C17H38BFN3O7


Question: Among the records above, which one has the lowest charge?
Answer: C17H38BrClIO8PS2


Question: Number 1 is which compound?
Answer: C17H38BFN3O7